No. 1
74
Properties=species:S:1:pos:R:3:mulliken_charge:R:1 method="wB97M-V/def2-TZVPD" gap_ev=6.91 total_energy_ha=-1916.0338 fmax_ev_per_a=2.6 charge=-1
S -0.24 4.47 -5.10 -0.359
O 0.82 -0.82 -0.44 0.395
O 0.07 -0.05 -3.81 -0.730
O 1.66 3.26 -0.80 -0.699
N -2.10 2.50 3.81 0.171
N 0.80 2.10 -4.27 0.131
N 0.14 3.52 -2.57 0.389
C -1.29 2.69 4.97 -1.193
C 0.99 2.73 -1.70 -0.834
C -1.89 -2.41 0.27 3.032
C 1.99 -4.25 -0.06 -0.333
C 0.54 1.01 -3.35 0.063
C 0.40 1.45 1.27 -0.587
C -1.54 2.08 2.65 2.096
C -0.34 -4.34 -0.19 -0.549
C -2.95 -3.48 0.54 -2.406
C -1.83 -1.55 1.52 -1.569
C 3.32 -2.11 0.26 2.597
C 0.87 1.27 -1.95 0.367
C 0.74 -2.14 -0.18 0.828
C 1.97 -2.87 0.04 -0.435
C -2.33 1.97 1.46 -1.477
C -2.48 -1.71 -0.95 -1.285
C 0.74 1.75 -5.70 -1.146
C 3.22 -1.23 1.50 -1.528
C -0.43 1.15 0.20 -1.026
C 0.09 0.41 -1.01 1.483
C -0.25 4.85 -2.10 -1.073
C 0.28 3.34 -3.95 0.062
C 4.56 -3.02 0.40 -2.310
C -0.43 -2.95 -0.06 -0.699
C 0.84 -5.06 -0.20 -1.836
C 3.54 -1.21 -0.94 -1.759
C -1.80 1.44 0.28 -0.250
C -0.16 1.79 2.49 -0.789
C -3.50 2.77 3.93 -0.996
H 0.51 1.83 3.37 0.304
H -1.07 -0.77 1.45 0.135
H -3.14 -4.10 -0.35 0.500
H 4.77 -3.61 -0.51 0.449
H -1.97 -0.79 -1.20 0.183
H -0.31 3.15 4.76 0.364
H -3.41 2.14 1.45 0.021
H -0.80 0.04 -1.65 -0.520
H -1.82 3.34 5.67 0.336
H -1.11 1.77 5.53 0.322
H 1.15 0.75 -5.83 0.346
H 0.90 -6.15 -0.18 0.354
H 3.08 -1.82 2.42 0.348
H 4.15 -0.66 1.54 0.464
H -1.12 5.16 -2.69 0.448
H -3.52 -1.48 -0.72 0.474
H -2.45 -2.39 -1.81 0.408
H -1.26 -4.93 -0.18 0.304
H -2.74 -4.12 1.41 0.448
H 5.43 -2.36 0.54 0.439
H -0.53 4.75 -1.04 0.264
H 2.95 -4.73 0.01 0.428
H -3.87 -2.93 0.74 0.516
H -4.03 2.64 2.99 0.233
H 2.39 -0.54 1.37 0.076
H -3.95 2.09 4.66 0.357
H 4.53 -3.71 1.26 0.421
H 2.69 -0.54 -1.01 0.403
H -1.64 -2.17 2.42 0.397
H 3.63 -1.81 -1.85 0.280
H 1.48 1.32 1.15 0.809
H -0.31 1.83 -6.04 0.377
H 0.58 5.58 -2.23 0.302
H -2.44 1.30 -0.59 0.598
H 4.44 -0.62 -0.79 0.510
H 1.30 2.52 -6.24 0.389
H -3.66 3.79 4.30 0.337
H -2.81 -1.09 1.62 0.429

=====

No. 2
11
Properties=species:S:1:pos:R:3:mulliken_charge:R:1 method="wB97M-V/def2-TZVPD" gap_ev="7.25 / 7.23" total_energy_ha=-285.2550 fmax_ev_per_a=1.1
O 0.14 -1.63 0.78 -0.689
N -2.93 -0.49 -0.29 -0.377
C -1.88 -0.45 0.19 0.072
C 0.06 0.64 0.05 -0.149
C -0.47 -0.51 0.82 0.436
C 1.22 0.36 -0.76 -0.927
H -0.41 1.62 0.14 0.448
H -0.66 -0.05 1.84 0.235
H 1.03 -0.62 -1.22 0.314
H 2.01 0.07 -0.04 0.307
H 1.55 1.14 -1.44 0.331

=====

No. 3
24
Properties=species:S:1:pos:R:3:mulliken_charge:R:1 method="wB97M-V/def2-TZVPD" gap_ev="4.85 / 4.88" total_energy_ha=-554.8798 fmax_ev_per_a=4.4 charge=+1
O -0.47 1.24 -1.08 -0.332
O 0.87 1.48 -2.83 -0.519
N 3.07 0.39 -1.04 -0.628
C -1.40 1.81 -2.07 -0.845
C 1.73 0.47 -0.80 0.756
C -0.06 -0.54 1.03 0.595
C 0.78 1.00 -1.63 0.281
C -2.47 -1.06 1.82 -0.554
C -1.07 -1.18 1.29 0.152
C 1.26 -0.09 0.63 -0.088
C 2.23 0.08 1.59 -0.759
C -1.81 -2.32 1.95 -0.446
H -2.30 -3.06 1.34 0.246
H -0.93 2.63 -2.53 0.346
H -3.15 -0.80 1.11 0.277
H -2.44 2.01 -1.65 0.219
H 2.01 -0.35 2.55 0.350
H 1.76 1.68 -3.15 0.333
H 3.63 -0.31 -0.52 0.173
H -2.42 -0.54 2.69 0.301
H -1.29 -2.63 2.82 0.259
H -1.52 1.13 -2.86 0.399
H 3.27 0.10 1.26 0.279
H 3.59 0.44 -1.92 0.205

=====

No. 4
17
Properties=species:S:1:pos:R:3:mulliken_charge:R:1 method="wB97M-V/def2-TZVPD" gap_ev="9.67 / 5.68" s2=8.793 total_energy_ha=-1944.5551 fmax_ev_per_a=16.0 charge=+3 multiplicity=6
Fe -0.66 0.54 -0.29 0.709
O 0.37 -1.41 0.39 -0.206
O -0.61 1.34 2.63 0.001
O -3.19 -1.06 0.20 -0.001
O 2.10 1.76 -0.65 -0.015
O -2.00 2.83 -1.13 0.036
O -0.47 -0.64 -3.08 -0.008
C -0.59 0.98 1.53 0.362
C -1.44 1.88 -0.78 0.084
C 1.07 1.25 -0.51 0.355
C -2.19 -0.50 0.03 0.375
C -0.50 -0.25 -2.00 0.254
C 1.77 -1.20 0.93 -0.558
H 1.90 -2.13 1.43 0.280
H 0.35 -2.01 -0.38 0.450
H 1.70 -0.35 1.60 0.440
H 2.39 -1.03 0.07 0.443

=====

No. 5
19
Properties=species:S:1:pos:R:3:mulliken_charge:R:1 method="wB97M-V/def2-TZVPD" gap_ev=12.13 total_energy_ha=-198.8307 fmax_ev_per_a=6.1
C -0.36 -0.95 2.71 -0.610
C 1.74 0.25 -2.23 -1.107
C -0.57 0.53 -1.60 -1.107
C 0.37 -0.37 -2.36 -0.215
C -1.19 0.46 2.82 -0.828
H 0.44 -1.40 -2.00 0.284
H 0.68 -0.88 3.12 0.260
H -1.61 0.09 -1.44 0.308
H -0.97 -1.79 3.11 0.252
H 2.33 -0.37 -1.51 0.281
H 2.24 0.69 -3.06 0.360
H 1.73 1.08 -1.55 0.326
H -0.77 1.52 -2.06 0.331
H 0.10 -0.41 -3.38 0.284
H -0.07 -1.10 1.60 0.097
H -0.39 1.14 3.10 0.233
H -1.99 0.40 3.47 0.380
H -0.15 0.56 -0.64 0.252
H -1.56 0.56 1.92 0.218

=====

No. 6
80
Properties=species:S:1:pos:R:3:mulliken_charge:R:1 method="wB97M-V/def2-TZVPD" gap_ev=5.01 total_energy_ha=-2926.2625 fmax_ev_per_a=4.0 charge=-1
Cl -0.39 0.05 2.34 -0.565
P -1.53 2.08 -0.39 0.984
P 0.19 -2.63 -0.42 -0.103
Al -0.88 -0.11 0.33 1.231
F 4.62 1.74 -0.25 -0.400
F 4.19 -0.40 -0.23 -0.346
F 1.93 2.08 2.97 -0.317
F 2.85 0.99 -1.30 -0.219
F 2.12 3.30 1.14 -0.254
F 3.86 2.83 2.30 -0.357
O 0.73 -0.49 -0.34 -0.309
C -3.91 3.41 -1.12 -1.889
C -1.33 -3.52 -0.61 0.906
C -2.41 -3.31 0.46 -1.551
C -1.88 3.09 1.13 0.283
C -2.77 2.29 2.09 -1.347
C 1.15 -2.82 -1.96 0.707
C 1.21 -3.29 0.97 0.482
C -3.13 2.11 -1.32 0.833
C -0.39 2.97 -1.56 0.828
C -0.61 3.52 1.85 -1.442
C -1.07 -5.01 -0.83 -1.866
C 2.01 -4.07 -1.90 -1.969
C -4.05 0.91 -1.05 -1.432
C 2.01 -1.64 -2.42 -1.437
C 2.46 -2.44 1.20 -1.164
C 3.35 0.11 2.24 -2.236
C -0.80 4.41 -1.86 -1.882
C 3.59 0.84 -0.12 0.839
C 0.44 -3.43 2.28 -1.511
C 1.06 2.93 -1.15 -0.083
C 2.69 2.29 1.84 0.166
C 2.86 0.97 1.12 1.352
H -0.62 -5.22 -1.80 0.312
H -4.46 3.40 -0.17 0.298
H 3.26 -2.63 0.48 0.074
H -2.01 -5.55 -0.79 0.541
H 2.64 -1.24 -1.62 0.200
H -1.65 4.46 -2.54 0.349
H -3.74 0.02 -1.63 0.324
H -5.08 1.16 -1.35 0.475
H 0.04 4.93 -2.34 0.485
H -0.32 -4.21 2.21 0.317
H 0.07 2.68 1.97 -0.080
H 2.73 -1.97 -3.19 0.376
H -3.79 2.18 1.72 0.223
H 1.52 -4.28 0.62 0.828
H -2.53 -4.20 1.08 0.467
H -0.10 4.34 1.34 0.245
H 2.58 -0.18 2.92 0.190
H -0.03 -2.50 2.61 0.086
H -2.14 -0.72 -0.16 -0.874
H -2.25 -2.45 1.12 0.117
H -3.38 -3.14 -0.04 0.320
H -0.48 2.36 -2.48 0.561
H -2.79 2.06 -2.37 0.467
H -2.78 2.80 3.06 0.498
H 1.71 2.75 -2.02 0.500
H 2.16 -1.38 1.14 -0.505
H -3.30 4.31 -1.15 0.367
H 1.39 3.88 -0.72 0.518
H 1.50 -4.93 -1.46 0.377
H 1.27 2.15 -0.43 -1.505
H 4.07 0.70 2.82 0.548
H -4.65 3.50 -1.93 0.480
H 0.94 0.11 -1.09 -0.304
H 0.33 -2.94 -2.68 0.638
H 1.14 -3.74 3.07 0.509
H 1.41 -0.83 -2.87 0.057
H -2.41 3.98 0.78 0.759
H -0.42 -5.43 -0.05 0.299
H 2.89 -2.64 2.20 0.591
H 3.90 -0.76 1.92 0.633
H -4.08 0.62 0.00 0.249
H -0.85 3.87 2.88 0.493
H -2.36 1.30 2.29 0.029
H -1.03 4.97 -0.95 0.319
H -1.71 -3.09 -1.55 0.412
H 2.93 -3.89 -1.34 0.301
H 2.29 -4.33 -2.93 0.506

=====

No. 7
16
Properties=species:S:1:pos:R:3:mulliken_charge:R:1 method="wB97M-V/def2-TZVPD" gap_ev=11.26 total_energy_ha=-175.9844 fmax_ev_per_a=1.3 charge=+1
N -2.29 -0.36 -0.09 -0.380
C 1.00 -1.13 0.21 -1.314
C 0.99 1.39 0.39 -1.047
C 0.90 0.19 -0.55 -0.120
H 0.21 1.37 1.15 0.280
H -2.01 -0.09 -1.04 0.394
H -3.10 -0.98 -0.12 0.421
H 0.00 0.19 -1.17 0.189
H 1.97 1.43 0.86 0.344
H 1.88 -1.17 0.85 0.374
H -2.67 0.50 0.32 0.386
H 0.24 -1.19 1.02 0.351
H 0.87 2.30 -0.19 0.331
H 1.74 0.27 -1.24 0.316
H -1.48 -0.71 0.43 0.159
H 0.93 -2.03 -0.40 0.317

=====

No. 8
45
Properties=species:S:1:pos:R:3:mulliken_charge:R:1 method="wB97M-V/def2-TZVPD" gap_ev="4.94 / 5.13" s2=0.837 total_energy_ha=-10795.9436 fmax_ev_per_a=2.3 charge=-2 multiplicity=2
Ir -1.07 -0.12 -0.86 0.775
Se -3.20 -0.67 -4.08 -0.137
Se -1.78 0.08 -5.79 -0.361
Se 0.83 -0.12 -5.02 -0.616
Se -2.11 -2.03 -2.63 -0.191
O 0.18 -1.44 0.07 -0.794
O -1.99 1.30 -1.92 -0.702
N 1.80 0.06 -0.62 -0.867
N -2.44 -0.57 0.35 -0.655
N 0.72 0.71 -1.22 0.787
C -2.90 -2.04 3.68 -0.373
C 0.91 1.94 -1.56 -0.521
C 2.03 -2.90 1.49 -0.438
C -3.09 -1.74 2.35 -0.394
C 4.31 -3.26 2.20 -0.327
C 1.40 -1.02 0.00 0.358
C -2.31 3.34 -2.97 -0.477
C -1.19 -0.37 3.82 -0.655
C -1.94 -1.36 4.44 -0.462
C 3.77 -1.42 0.74 -0.283
C -1.87 4.57 -3.36 -0.334
C -0.09 2.79 -2.13 0.680
C -1.36 -0.07 2.48 -0.106
C -1.45 2.41 -2.31 0.499
C -2.30 -0.78 1.68 0.473
C 0.31 4.09 -2.49 -0.826
C -0.55 4.99 -3.09 -0.615
C 2.43 -1.80 0.74 0.360
C 4.70 -2.15 1.46 -0.556
C 2.97 -3.63 2.22 -0.590
H -3.50 -2.81 4.15 0.323
H -1.79 -1.61 5.48 0.348
H -0.21 5.98 -3.36 0.356
H -3.32 3.01 -3.17 0.389
H 5.75 -1.86 1.45 0.356
H -3.83 -2.28 1.75 0.400
H 1.33 4.38 -2.30 0.279
H -0.78 0.70 2.00 0.318
H 2.65 -4.49 2.80 0.368
H -0.44 0.17 4.39 0.328
H 4.06 -0.56 0.15 0.440
H 1.90 2.35 -1.39 0.287
H -2.55 5.24 -3.88 0.334
H 5.03 -3.83 2.77 0.353
H 0.98 -3.17 1.49 0.466

=====

No. 9
107
Properties=species:S:1:pos:R:3:mulliken_charge:R:1 method="wB97M-V/def2-TZVPD" gap_ev="7.17 / 6.67" s2=0.757 total_energy_ha=-4849.5156 fmax_ev_per_a=1.2 multiplicity=2
Ti 0.18 -0.34 -0.54 -0.253
S 0.53 0.25 -5.35 -0.136
S -0.06 0.97 -2.54 -0.713
P -2.19 -1.72 0.10 3.285
P -1.08 0.05 3.05 1.110
Si -1.51 1.59 0.26 2.539
O 1.99 0.01 -0.31 0.278
N 0.72 -1.46 -3.35 -0.604
N 0.39 -1.80 -2.04 0.384
C -5.92 -0.09 0.27 -0.812
C -5.67 1.25 0.54 -0.948
C 3.31 -1.24 2.39 -0.670
C -4.87 -0.96 0.10 -0.081
C -2.11 -4.85 2.77 -0.873
C -2.94 -4.42 3.79 -0.892
C -1.01 3.93 1.89 -0.772
C 0.43 -0.25 -3.68 0.483
C -2.71 -2.69 -1.37 0.787
C -3.39 -2.40 2.56 -0.854
C -3.55 -0.50 0.19 -0.767
C -4.37 1.71 0.60 -0.701
C 3.02 0.11 2.51 -0.779
C 1.32 -2.35 -1.30 0.161
C 4.06 -3.33 -5.52 -0.644
C 0.98 -3.48 -0.37 -0.498
C -3.27 0.86 0.42 0.521
C 2.37 -1.73 -6.15 0.727
C 0.94 -1.29 -6.20 -1.193
C -0.62 3.96 4.27 -0.844
C -0.75 4.63 3.07 -0.848
C 2.98 -0.64 -0.97 0.506
C 0.68 -0.39 2.77 -0.173
C 5.26 -0.84 -1.70 -0.656
C 5.03 -2.12 -2.16 -0.941
C -3.15 -4.01 -1.36 -0.539
C 3.76 -2.67 -2.04 -0.326
C -0.32 -1.01 5.61 -0.460
C -1.92 -4.05 1.65 -0.548
C 5.03 -2.59 -6.19 -0.421
C -0.73 2.57 4.29 -0.480
C -2.66 -2.01 -2.59 -0.833
C -1.29 -0.38 4.82 0.399
C 3.35 -0.99 -6.82 -0.472
C 2.28 -2.17 2.46 -0.747
C -3.51 -4.64 -2.55 -0.697
C 4.25 -0.10 -1.10 -1.104
C -3.02 -2.63 -3.77 -0.659
C -2.52 -0.08 5.39 -0.328
C -2.55 -2.81 1.53 0.578
C -3.44 -3.96 -3.75 -0.719
C 2.74 -1.93 -1.47 0.659
C 2.74 -2.89 -5.49 0.045
C 4.67 -1.41 -6.83 -0.657
C -3.58 -3.19 3.68 -0.293
C -0.59 -1.32 6.94 -0.713
C 0.97 -1.75 2.63 0.088
C -1.15 2.54 1.89 0.299
C 1.72 0.54 2.71 -0.715
C -1.85 3.01 -0.94 -1.929
C -1.82 -1.00 7.50 -0.517
C -2.79 -0.38 6.72 -0.690
C -0.98 1.87 3.12 -0.488
H 0.65 -1.25 5.19 0.323
H 1.99 -3.46 -4.95 0.207
H -0.61 2.04 5.23 0.461
H -3.28 0.41 4.79 0.386
H -1.61 -5.80 2.84 0.443
H -3.72 -4.45 -4.67 0.386
H -6.50 1.94 0.69 0.422
H -0.42 4.50 5.18 0.410
H -2.32 -0.98 -2.61 0.253
H -3.75 -0.12 7.15 0.415
H 3.07 -0.08 -7.32 0.357
H 5.42 -0.83 -7.35 0.394
H -2.29 2.62 -1.86 0.470
H 1.87 -3.80 0.16 0.581
H -3.25 -4.55 -0.43 0.440
H 0.27 -2.06 -5.82 0.440
H 4.43 0.90 -0.71 0.506
H 0.22 -3.22 0.35 -1.026
H 6.06 -2.93 -6.20 0.413
H -2.98 -2.09 -4.70 0.500
H -0.65 5.71 3.04 0.403
H 3.82 0.84 2.45 0.406
H 0.17 -1.81 7.53 0.419
H 3.55 -3.66 -2.42 0.601
H 0.65 -1.07 -7.23 0.532
H 5.82 -2.69 -2.63 0.432
H 6.25 -0.40 -1.79 0.437
H 4.34 -4.25 -5.01 0.383
H -6.94 -0.45 0.20 0.431
H 1.51 1.59 2.81 0.382
H 0.17 -2.47 2.72 0.413
H -5.06 -2.01 -0.10 0.448
H -4.19 2.76 0.79 0.342
H -2.56 3.73 -0.52 0.448
H 2.51 -3.23 2.38 0.614
H -3.87 -1.43 2.50 0.120
H -1.29 -4.43 0.86 0.332
H -4.23 -2.84 4.48 0.407
H 4.33 -1.57 2.24 0.340
H -1.11 4.48 0.97 0.388
H -2.02 -1.24 8.53 0.380
H -0.94 3.54 -1.21 0.411
H 0.60 -4.31 -0.97 0.429
H -3.85 -5.67 -2.53 0.441
H -3.09 -5.03 4.67 0.414

=====

No. 10
91
Properties=species:S:1:pos:R:3:mulliken_charge:R:1 method="wB97M-V/def2-TZVPD" gap_ev=8.01 total_energy_ha=-4484.5355 fmax_ev_per_a=7.4
I -1.19 -1.83 -4.19 0.100
S 2.28 -0.86 6.81 1.081
S -1.95 -1.04 1.40 -0.123
S 2.32 3.98 -4.23 0.972
S -2.69 4.65 1.92 0.933
P -0.36 1.32 -3.74 0.402
O 1.26 -0.63 -2.79 -0.375
O -2.21 5.86 2.90 -0.309
O 2.32 4.97 -5.27 -0.613
O 2.85 -4.91 -4.05 -0.468
O 3.02 -1.93 6.21 -0.500
O 3.08 2.65 -4.79 -0.314
O 1.12 3.56 -3.55 -0.380
O -1.93 -1.36 -1.40 0.088
O -2.73 5.14 0.58 -0.533
O 0.84 -0.79 6.78 -0.531
O -0.24 2.62 -2.61 -0.325
O 2.76 -0.69 8.35 -0.300
O 3.43 4.41 -3.12 -0.343
O 1.77 -4.10 -3.82 -0.118
O -1.38 3.71 2.08 -0.098
O 2.87 0.55 6.25 -0.247
O -3.80 3.98 2.54 -0.510
N -2.01 1.39 -4.45 -0.702
N -3.10 1.87 0.39 -0.098
C -3.29 -3.71 -1.56 0.853
C -1.02 5.47 3.59 -0.402
C 1.44 -1.02 3.40 -0.453
C -0.33 4.48 2.66 -0.374
C 4.44 2.67 -4.35 -0.366
C 3.19 1.39 7.36 -0.329
C 4.40 3.36 -2.99 -0.288
C 1.59 -1.98 -2.36 1.197
C 2.59 -1.78 -1.06 -0.795
C -3.85 1.10 -0.65 -0.773
C 2.21 -1.74 2.60 -0.089
C -3.87 -5.22 -1.26 -1.207
C 3.62 0.43 8.46 -0.352
C 2.34 -2.78 -3.55 -0.718
C -2.78 -1.38 -0.23 0.276
C -0.16 -0.39 -2.84 -0.336
C 2.95 -2.67 1.48 -0.558
C 2.04 -2.72 0.16 0.143
C -0.87 -0.38 -1.35 -0.158
C -3.35 -2.93 -0.13 -1.105
C -4.34 -3.05 -2.62 -0.829
C -4.10 -0.45 -0.30 -0.604
H 3.70 -1.97 -1.32 0.480
H 4.65 0.09 8.31 0.288
H 2.25 -2.17 -4.53 0.295
H -5.40 -3.02 -2.13 0.299
H -3.25 2.89 0.31 0.082
H 0.58 -0.52 3.96 0.352
H 2.29 1.94 7.64 0.283
H 2.02 -3.80 -0.23 0.323
H -3.38 -5.62 -0.29 0.338
H -4.02 -1.95 -2.82 0.013
H -4.58 -0.49 0.77 0.376
H -2.65 -3.51 0.58 0.366
H -3.57 -5.84 -2.20 0.329
H 3.97 2.09 7.09 0.296
H 0.69 -2.57 -1.93 -0.185
H -3.39 1.25 -1.71 -0.055
H 4.06 2.68 -2.21 0.238
H 3.03 -3.72 1.99 0.303
H 3.46 -2.96 -3.32 0.266
H -1.32 4.99 4.53 0.290
H -1.20 0.71 -1.17 0.144
H 0.20 4.99 1.86 0.300
H -2.67 0.84 -3.88 0.267
H 4.02 -2.29 1.27 0.316
H 2.44 -0.69 -0.69 0.201
H -4.33 -3.66 -3.61 0.310
H -4.91 1.59 -0.72 0.457
H 3.54 0.89 9.45 0.309
H -1.15 -2.18 1.61 0.100
H -4.44 -2.92 0.28 0.215
H -5.01 -5.10 -1.18 0.290
H 4.84 1.66 -4.28 0.321
H -1.16 2.97 -2.51 0.249
H 5.02 3.25 -5.07 0.297
H 0.37 3.83 3.20 0.308
H -0.41 6.34 3.80 0.315
H -1.95 0.98 -5.41 0.321
H 0.96 -2.44 0.48 -0.312
H 5.37 3.78 -2.71 0.314
H -2.23 -3.86 -1.97 0.060
H 2.60 -5.76 -3.60 0.313
H -3.25 1.52 1.35 0.231
H -0.02 -0.61 -0.61 0.038
H -4.91 -0.86 -1.04 0.230